125
Properties=species:S:1:pos:R:3:mulliken_charge:R:1 method="wB97M-V/def2-TZVPD" spin_multiplicity=2 e_lumo_ha="0.0032 / -0.1766" e_tot_ha=-2804.5327 homo_lumo_gap_ev="7.62 / 2.73"
Cl -20.67 -15.47 2.83 0.895
O -19.67 -14.46 2.96 -0.536
O -19.93 -16.68 2.48 -0.564
O -21.48 -15.63 4.01 -0.421
O -21.56 -15.17 1.78 -0.728
C -19.00 -10.80 0.63 -1.565
C -17.71 -11.48 1.22 2.148
C -16.48 -10.58 1.15 -1.115
O -15.42 -11.24 1.87 -0.156
C -14.11 -11.08 1.27 -1.097
N -17.97 -11.96 2.61 -0.291
H -19.92 -11.39 0.61 0.012
H -18.73 -10.76 -0.43 0.524
H -19.22 -9.78 0.94 0.417
H -17.59 -12.42 0.68 -0.569
H -16.72 -9.60 1.56 0.275
H -16.08 -10.36 0.16 0.359
H -13.22 -11.52 1.71 0.281
H -13.84 -10.05 1.04 0.374
H -14.24 -11.46 0.26 0.432
H -18.62 -12.72 2.46 -0.289
H -18.75 -11.40 2.92 0.359
C -24.87 -14.90 5.13 -1.400
C -24.35 -15.30 6.51 0.652
C -25.44 -15.81 7.44 -0.999
O -24.71 -16.21 8.66 -0.224
C -25.57 -16.18 9.84 -0.882
N -23.35 -16.41 6.29 0.384
H -25.62 -15.59 4.72 0.397
H -24.16 -14.69 4.34 0.291
H -25.45 -13.98 5.21 0.432
H -23.86 -14.46 6.99 0.324
H -25.95 -16.67 7.00 0.312
H -26.21 -15.05 7.57 0.554
H -26.13 -17.11 9.88 0.331
H -26.31 -15.39 9.85 0.341
H -24.96 -16.23 10.75 0.274
H -22.84 -15.94 5.55 -0.139
H -23.80 -17.09 5.69 0.344
C -23.07 -21.09 7.75 -1.526
C -22.64 -19.74 8.26 0.033
C -21.53 -19.17 7.27 -0.700
O -21.28 -17.76 7.49 -0.227
C -20.08 -17.37 6.84 -0.694
N -23.70 -18.75 8.47 -0.390
H -23.52 -21.10 6.76 0.355
H -23.62 -21.69 8.47 0.422
H -22.19 -21.72 7.74 0.433
H -22.13 -19.88 9.21 0.296
H -21.79 -19.31 6.22 0.206
H -20.59 -19.69 7.45 0.535
H -19.76 -16.33 6.97 0.343
H -20.20 -17.56 5.77 0.192
H -19.25 -17.97 7.22 0.420
H -23.83 -18.96 9.45 0.305
H -24.57 -19.18 8.19 0.299
C -14.92 -19.18 3.38 -1.384
C -15.45 -19.72 2.03 1.055
C -15.07 -18.91 0.79 -0.990
O -15.73 -17.64 0.74 -0.120
C -17.13 -17.59 0.39 0.031
N -14.94 -21.07 1.84 -0.752
H -13.85 -18.97 3.26 0.386
H -14.92 -19.86 4.23 0.444
H -15.28 -18.20 3.71 0.037
H -16.52 -19.81 2.21 0.128
H -15.17 -19.42 -0.17 0.346
H -14.01 -18.66 0.78 0.292
H -17.56 -16.59 0.36 -0.477
H -17.74 -18.11 1.13 0.215
H -17.27 -18.01 -0.61 0.349
H -14.81 -21.43 2.77 0.247
H -15.63 -21.64 1.36 0.266
C -22.99 -10.96 1.33 -1.491
C -22.57 -11.20 2.78 1.329
C -23.16 -10.19 3.75 -0.742
O -22.63 -8.94 3.44 -0.330
C -22.85 -8.07 4.55 -0.789
N -22.91 -12.59 3.23 -0.447
H -22.73 -10.00 0.89 0.330
H -24.07 -11.03 1.21 0.361
H -22.45 -11.72 0.76 0.233
H -21.48 -11.19 2.70 -0.402
H -23.00 -10.55 4.77 0.461
H -24.23 -10.33 3.57 0.309
H -23.87 -8.29 4.87 0.312
H -22.74 -7.00 4.42 0.259
H -22.15 -8.34 5.33 0.296
H -22.50 -12.74 4.14 0.266
H -22.45 -13.25 2.61 0.007
C -17.34 -15.69 5.26 -1.285
C -16.46 -14.69 4.58 0.631
C -16.37 -14.97 3.03 -0.097
O -15.87 -13.83 2.36 -0.292
C -15.46 -14.29 1.02 -0.320
N -16.86 -13.34 4.88 -0.573
H -16.96 -16.70 5.08 0.280
H -18.35 -15.81 4.86 0.020
H -17.27 -15.74 6.34 0.528
H -15.43 -14.72 4.95 0.437
H -17.31 -15.18 2.53 -0.482
H -15.73 -15.84 2.85 0.254
H -14.93 -13.52 0.48 -0.006
H -16.27 -14.64 0.38 -0.019
H -14.72 -15.09 1.14 0.367
H -16.75 -13.31 5.88 0.403
H -17.86 -13.48 4.96 0.067
C -20.27 -13.57 -1.15 -0.902
C -19.32 -14.65 -0.79 0.527
O -18.18 -14.79 -1.68 -0.551
H -20.96 -13.89 -1.93 0.437
H -19.67 -12.72 -1.47 0.360
H -20.90 -13.23 -0.33 -0.219
H -19.85 -15.60 -0.72 0.527
H -19.01 -14.48 0.24 -0.466
H -18.42 -15.34 -2.43 0.317
C -23.24 -18.33 2.08 -0.918
C -22.18 -19.15 2.83 0.346
O -22.80 -20.20 3.53 -0.493
H -24.02 -18.95 1.63 0.406
H -22.83 -17.76 1.25 0.193
H -23.70 -17.53 2.67 0.080
H -21.67 -18.48 3.53 -0.391
H -21.38 -19.50 2.18 0.440
H -22.72 -20.97 2.96 0.321



128
Properties=species:S:1:pos:R:3:mulliken_charge:R:1 method="wB97M-V/def2-TZVPD" e_lumo_ha=0.0193 smiles="CN(C)P(=O)(N(C)C)N(C)C.CN(C)P(=O)(N(C)C)N(C)C.CN(C)P(=O)(N(C)C)N(C)C.CN(C)P(=O)(N(C)C)N(C)C.CC#N.CC#N" e_tot_ha=-3546.6935 homo_lumo_gap_ev=8.52
C 2.54 0.96 -7.20 -1.012
N 1.69 2.19 -6.96 0.161
C 1.78 3.04 -8.17 -1.133
P 0.10 2.03 -6.20 0.412
O -0.98 1.20 -6.85 -0.857
N 0.33 1.52 -4.55 0.214
C 1.63 1.69 -3.93 -1.328
C -0.75 0.95 -3.75 -0.780
N -0.38 3.65 -6.02 0.288
C -1.77 4.14 -6.14 -1.046
C 0.46 4.63 -5.34 -1.127
H 2.16 0.53 -8.13 0.353
H 2.42 0.37 -6.29 0.307
H 3.55 1.30 -7.43 0.334
H 1.16 3.93 -8.14 0.344
H 1.39 2.44 -8.99 0.405
H 2.81 3.35 -8.38 0.342
H 2.10 0.72 -3.76 0.398
H 2.25 2.40 -4.49 0.458
H 1.51 2.17 -2.96 0.496
H -1.35 0.28 -4.37 0.437
H -0.41 0.48 -2.83 -0.060
H -1.60 1.61 -3.59 0.346
H -1.74 5.15 -6.56 0.361
H -2.36 3.56 -6.84 0.305
H -2.23 4.20 -5.15 0.336
H 1.50 4.52 -5.64 0.313
H 0.36 4.57 -4.26 0.250
H 0.15 5.63 -5.66 0.443
C 4.30 3.74 2.46 -0.832
N 4.87 4.62 1.38 0.305
C 5.41 5.86 1.94 -1.024
P 5.58 4.02 -0.06 0.130
O 6.87 3.29 0.06 -0.853
N 4.38 3.03 -0.70 0.720
C 4.80 2.00 -1.71 -1.185
C 3.00 3.43 -0.79 -0.758
N 5.57 5.30 -1.23 0.237
C 4.43 6.24 -1.33 -1.167
C 6.86 5.94 -1.54 -1.060
H 3.65 3.00 1.99 0.035
H 3.72 4.35 3.15 0.501
H 5.05 3.18 3.01 0.292
H 5.47 5.81 3.02 0.501
H 4.79 6.70 1.62 0.219
H 6.40 6.02 1.52 0.274
H 5.81 1.67 -1.48 0.342
H 4.16 1.12 -1.69 0.265
H 4.73 2.49 -2.68 0.398
H 2.62 3.73 0.19 0.306
H 2.80 4.21 -1.53 0.297
H 2.45 2.55 -1.13 -0.074
H 3.60 5.87 -0.72 0.464
H 4.73 7.18 -0.89 0.376
H 4.03 6.41 -2.33 0.283
H 6.77 6.61 -2.39 0.376
H 7.52 5.11 -1.76 0.319
H 7.28 6.52 -0.71 0.323
C 1.08 -6.95 1.45 -1.060
N 1.04 -5.52 1.89 0.217
C 2.09 -5.21 2.82 -1.161
P -0.45 -4.64 2.09 0.622
O -0.29 -3.18 2.11 -0.900
N -1.46 -5.13 0.81 0.168
C -2.88 -4.85 0.84 -1.094
C -0.95 -5.05 -0.54 -0.927
N -1.17 -5.34 3.53 0.539
C -1.51 -6.75 3.56 -1.200
C -0.98 -4.65 4.80 -0.757
H 0.13 -7.16 0.95 0.386
H 1.10 -7.69 2.25 0.285
H 1.98 -7.08 0.86 0.341
H 3.06 -5.38 2.36 0.387
H 1.94 -5.77 3.74 0.292
H 2.07 -4.15 3.08 0.333
H -3.05 -3.78 0.71 0.391
H -3.47 -5.45 0.16 0.468
H -3.27 -5.17 1.81 0.136
H -0.93 -4.02 -0.88 0.145
H -0.01 -5.56 -0.76 0.318
H -1.68 -5.63 -1.12 0.443
H -0.76 -7.34 4.10 0.307
H -2.48 -6.92 4.04 0.351
H -1.66 -7.06 2.53 0.405
H -1.42 -5.17 5.65 0.407
H -1.40 -3.64 4.76 -0.032
H 0.10 -4.60 4.97 0.284
C -2.76 -1.54 2.86 -0.808
N -4.06 -1.78 3.50 0.736
C -4.08 -1.89 4.93 -1.014
P -5.52 -1.61 2.59 0.374
O -5.29 -1.77 1.13 -0.915
N -6.77 -2.55 3.38 0.322
C -8.22 -2.23 3.31 -1.073
C -6.39 -3.91 3.76 -0.806
N -6.07 -0.03 2.98 0.125
C -6.71 0.28 4.28 -1.049
C -5.28 1.14 2.54 -1.171
H -2.60 -0.48 2.65 0.203
H -2.59 -2.01 1.89 -0.287
H -1.97 -1.75 3.58 0.466
H -5.07 -2.05 5.36 0.347
H -3.55 -1.04 5.36 0.383
H -3.51 -2.76 5.27 0.195
H -8.56 -1.86 4.28 0.324
H -8.38 -1.45 2.57 0.324
H -8.88 -3.05 3.01 0.373
H -6.44 -4.03 4.84 0.301
H -7.16 -4.60 3.41 0.365
H -5.41 -4.19 3.35 0.098
H -6.24 1.15 4.73 0.398
H -7.76 0.51 4.08 0.238
H -6.60 -0.59 4.92 0.385
H -5.07 1.08 1.48 0.321
H -4.34 1.23 3.09 0.349
H -5.83 2.08 2.59 0.456
C -0.91 -0.91 -0.25 -0.081
C 0.42 -0.46 -0.74 0.315
N 1.42 -0.12 -1.16 -0.361
H -0.79 -1.97 0.00 -0.404
H -1.75 -0.86 -0.93 0.406
H -1.23 -0.51 0.71 0.091
C 3.46 0.07 1.34 -0.362
C 3.64 -0.11 2.80 0.136
N 3.83 -0.26 3.88 -0.442
H 2.86 0.96 1.14 0.032
H 2.98 -0.84 0.97 0.395
H 4.39 0.31 0.83 0.252